[1]
The following is a DFT calculation (ωB97M-V/def2-TZVPD) of a structure of composition C51H42N2OP2PdSSi in a non-equilibrium geometry.

The value obtained for the HOMO energy (alpha / beta) is -9.2 / -9.2 eV. The value obtained for the HOMO-LUMO gap (alpha / beta) is 5.16 / 5.13 eV. The spin multiplicity is 2. The strongest force on any atom comes out at 3.91 eV/Å. Its net charge is +1. Its LUMO energy (alpha / beta) is -4.028 / -4.071 eV.

```
101
Properties=species:S:1:pos:R:3:mulliken_charge:R:1
Pd 0.01 -1.15 0.38 -1.088
C 2.34 -2.85 2.73 -1.470
Si 1.75 -1.18 1.97 2.510
C 1.21 0.09 3.31 0.026
C 1.98 0.18 4.47 -0.951
C 1.69 1.11 5.46 -0.897
C 0.61 1.95 5.30 -0.976
C -0.17 1.87 4.16 -0.348
C 0.11 0.94 3.17 -0.055
P -0.95 0.88 1.65 2.968
C -0.88 2.60 1.08 0.847
C -2.00 3.21 0.52 -0.923
C -1.90 4.48 -0.02 -0.679
C -0.68 5.15 -0.01 -0.749
C 0.44 4.53 0.53 -0.762
C 0.35 3.26 1.06 -0.908
C -2.66 0.73 2.30 0.441
C -3.25 1.73 3.07 -0.357
C -4.50 1.52 3.63 -0.939
C -5.18 0.34 3.42 -0.668
C -4.62 -0.63 2.60 -0.849
C -3.37 -0.43 2.04 -0.401
C 3.36 -0.54 1.14 -0.109
C 4.55 -0.36 1.83 -0.578
C 5.72 -0.05 1.17 -0.932
C 5.73 0.06 -0.22 -0.903
C 4.55 -0.10 -0.93 -0.034
C 3.37 -0.39 -0.25 -0.078
P 1.79 -0.58 -1.12 3.206
C 1.71 0.81 -2.27 1.263
C 0.70 0.76 -3.19 -2.117
C 0.12 2.01 -3.72 0.338
C 1.18 3.05 -3.87 -1.261
C 2.25 3.05 -3.03 -0.834
C 2.44 2.00 -2.10 -1.472
C 2.06 -2.04 -2.16 0.529
C 1.76 -3.29 -1.61 -0.393
C 1.89 -4.43 -2.38 -0.717
C 2.33 -4.33 -3.69 -0.737
C 2.67 -3.10 -4.23 -0.749
C 2.53 -1.95 -3.47 -0.416
H 3.25 -2.68 3.29 0.420
H 2.58 -3.57 1.95 0.402
H 1.61 -3.30 3.39 0.432
H 2.83 -0.47 4.59 0.345
H 2.31 1.17 6.34 0.454
H 0.37 2.68 6.06 0.454
H -1.00 2.55 4.05 0.248
H -2.95 2.70 0.52 0.458
H -2.77 4.96 -0.44 0.465
H -0.61 6.14 -0.43 0.447
H 1.39 5.05 0.53 0.496
H 1.22 2.78 1.48 0.445
H -2.77 2.68 3.21 0.352
H -4.94 2.29 4.25 0.447
H -6.14 0.18 3.87 0.413
H -5.16 -1.55 2.40 0.511
H -2.94 -1.18 1.39 0.207
H 4.56 -0.45 2.91 0.324
H 6.63 0.11 1.72 0.441
H 6.65 0.28 -0.74 0.451
H 4.55 -0.01 -2.01 0.501
H 0.17 -0.17 -3.38 0.203
H -0.44 1.86 -4.65 0.757
H 1.05 3.82 -4.62 0.465
H 2.98 3.84 -3.07 0.514
H 3.20 2.08 -1.35 0.630
H 1.42 -3.35 -0.58 -0.009
H 1.65 -5.39 -1.96 0.503
H 2.42 -5.22 -4.30 0.435
H 3.03 -3.02 -5.24 0.461
H 2.78 -0.98 -3.88 0.388
S -2.27 -4.65 2.06 -0.322
C -1.71 -3.70 3.42 -0.500
C -1.03 -2.57 3.03 -0.727
C -0.95 -2.40 1.65 -0.255
C -1.58 -3.49 0.95 0.681
C -1.72 -3.58 -0.44 1.005
C -2.40 -4.65 -1.09 -1.337
C -2.49 -4.67 -2.45 -0.730
C -1.92 -3.61 -3.18 -1.124
C -1.29 -2.59 -2.48 -0.071
N -1.16 -2.55 -1.17 1.046
H -1.98 -4.01 4.40 0.490
H -0.64 -1.88 3.76 0.423
H -2.83 -5.42 -0.48 0.464
H -2.99 -5.48 -2.97 0.440
H -1.95 -3.59 -4.26 0.522
H -0.85 -1.77 -3.03 0.057
O -0.98 0.72 -1.07 1.224
N -1.60 1.40 -1.97 0.070
C -2.87 1.13 -2.29 -0.210
C -3.64 1.99 -3.04 -1.201
C -3.11 3.25 -3.42 -0.454
C -1.82 3.53 -3.16 -1.592
C -0.90 2.52 -2.59 0.970
H -3.27 0.22 -1.85 0.483
H -4.65 1.73 -3.28 0.432
H -3.76 3.98 -3.87 0.511
H -1.37 4.48 -3.42 0.545
H -0.25 2.94 -1.81 -0.678
```


[2]
The following is a DFT calculation (ωB97M-V/def2-TZVPD) of a structure of composition C51H43CsF2N8O3S in a non-equilibrium geometry.

The value obtained for the HOMO energy is -2.0 eV. The value obtained for the HOMO-LUMO gap is 5.84 eV. The strongest force on any atom comes out at 1.88 eV/Å. Its net charge is -2. Its LUMO energy is 3.803 eV.

```
109
Properties=species:S:1:pos:R:3:mulliken_charge:R:1
Cs 0.45 -0.52 0.57 1.506
C -7.54 2.79 3.82 -1.460
C -6.20 2.72 3.14 0.832
C -5.34 3.81 3.09 -1.080
C -4.12 3.76 2.45 -0.367
C -3.65 2.59 1.79 0.140
N -2.54 2.52 1.04 0.435
C -1.51 3.39 1.26 -0.420
C -0.82 3.47 2.50 -0.565
C 0.32 4.22 2.66 -0.677
C 0.87 4.96 1.61 0.694
C 2.15 5.73 1.77 -1.469
C 0.19 4.94 0.40 -0.103
C -0.96 4.19 0.24 -0.157
N -1.63 4.26 -1.03 1.050
C -2.96 4.37 -1.24 -0.222
C -3.14 4.55 -2.59 -0.673
C -1.83 4.50 -3.12 -0.656
N -0.92 4.35 -2.17 -1.000
C -4.53 1.48 1.90 -0.757
C -5.76 1.55 2.53 -0.100
N -4.11 0.20 1.41 1.158
C -3.41 -0.70 2.13 -0.359
C -3.23 -1.81 1.35 -0.398
C -3.85 -1.47 0.13 -0.624
N -4.39 -0.25 0.17 -0.995
H -7.70 3.77 4.27 0.341
H -7.64 2.05 4.62 0.299
H -8.37 2.61 3.13 0.295
H -5.65 4.75 3.56 0.248
H -3.49 4.64 2.43 0.366
H -1.21 2.87 3.32 0.603
H 0.82 4.22 3.62 0.239
H 2.51 5.68 2.80 0.368
H 2.02 6.79 1.52 0.329
H 2.94 5.34 1.12 0.265
H 0.55 5.50 -0.45 0.462
H -3.65 4.29 -0.42 0.332
H -4.07 4.65 -3.11 0.430
H -1.51 4.57 -4.15 0.503
H -6.36 0.65 2.56 0.392
H -3.09 -0.47 3.13 0.551
H -2.69 -2.70 1.62 0.368
H -3.93 -2.05 -0.77 0.466
C -1.86 0.94 -1.80 0.246
O -0.48 0.67 -2.04 0.782
C -0.03 0.81 -3.31 0.981
C -0.81 1.28 -4.35 -0.801
C -0.28 1.40 -5.63 -0.789
C 1.04 1.04 -5.88 -0.839
C 1.82 0.56 -4.83 -0.399
C 1.31 0.44 -3.54 -0.357
N 2.06 -0.10 -2.45 0.391
N 3.29 -0.08 -2.68 -0.266
C 4.19 -0.64 -1.80 -0.340
C 3.83 -1.33 -0.59 -0.131
O 2.67 -1.41 -0.14 -0.546
C 4.93 -1.97 0.13 -0.705
C 6.21 -1.87 -0.26 -1.012
C 6.58 -1.14 -1.43 0.987
C 7.93 -1.04 -1.82 -0.819
C 8.29 -0.34 -2.95 -0.469
C 7.29 0.28 -3.71 -0.695
C 5.97 0.19 -3.35 -0.513
C 5.57 -0.53 -2.20 0.945
H -2.13 1.96 -2.08 -0.235
H -2.03 0.84 -0.73 -0.814
H -2.49 0.22 -2.33 0.596
H -1.83 1.58 -4.17 0.409
H -0.90 1.78 -6.43 0.377
H 1.45 1.12 -6.87 0.367
H 2.84 0.25 -5.00 0.428
H 4.64 -2.52 1.02 0.471
H 7.00 -2.36 0.32 0.281
H 8.68 -1.52 -1.21 0.335
H 9.33 -0.26 -3.24 0.366
H 7.56 0.85 -4.60 0.373
H 5.21 0.68 -3.94 0.380
F -0.52 -3.39 6.42 -0.393
C -0.41 -3.61 5.07 0.427
C -0.40 -2.55 4.19 -1.363
C -0.30 -2.73 2.80 0.477
C -0.24 -4.08 2.35 0.329
C -0.21 -5.11 3.29 0.745
F -0.05 -6.43 2.92 -0.406
C -0.30 -4.92 4.65 -0.923
C -0.19 -4.35 0.88 -0.638
C -0.49 -5.60 0.30 -1.055
C -0.40 -5.76 -1.07 -0.386
C -0.02 -4.69 -1.86 -0.814
C 0.23 -3.49 -1.23 -0.501
N 0.13 -3.32 0.09 0.492
H -0.46 -1.55 4.63 0.437
H -0.28 -5.75 5.34 0.456
H -0.79 -6.43 0.92 0.505
H -0.63 -6.72 -1.51 0.364
H 0.08 -4.78 -2.94 0.443
H 0.53 -2.61 -1.80 0.292
O 3.07 2.33 -0.14 -0.340
C 2.08 2.33 0.41 0.299
C 1.87 1.27 4.89 -0.452
S 3.44 0.89 4.09 -0.195
C 3.07 -0.75 3.44 0.369
H 1.65 0.58 5.70 0.386
H 1.06 1.25 4.16 -0.116
H 1.95 2.29 5.28 0.296
H 1.99 -0.85 3.34 -0.525
H 3.42 -1.55 4.10 0.446
H 3.52 -0.86 2.46 -0.234
```